Density functional theory data (the ωB97M-V functional and the def2-TZVPD basis) for C7H18BF5N2O2PPtS3 as an isolated structure.

Structure (ORCA input):
```
! wB97M-V def2-TZVPD RIJCOSX def2/J DEFGRID3
* xyz -1 1
Pt -0.23 -1.42 -1.27
F 0.76 -3.23 -2.51
F -1.70 -2.18 1.81
B -0.61 -3.09 1.88
F 0.06 -3.09 0.60
F -1.11 -4.41 2.08
F 0.28 -2.73 2.89
N -1.01 -4.65 -1.52
C -2.01 -3.91 -1.13
N -2.88 -4.34 -0.20
S -2.30 -2.33 -1.84
H -0.77 -5.43 -0.92
H -0.17 -4.12 -2.06
H -2.53 -5.02 0.47
H -3.38 -3.59 0.26
C -2.48 1.34 0.26
C -1.10 1.50 0.85
C -1.09 2.37 2.09
O -0.23 2.17 -0.12
P 0.65 1.32 -1.14
S -0.43 0.45 -2.59
S 1.55 -0.26 -0.28
O 1.60 2.44 -1.71
C 2.73 3.09 -1.06
C 3.94 2.17 -1.00
C 2.36 3.65 0.30
H -3.15 0.93 1.02
H -2.45 0.64 -0.58
H -2.87 2.30 -0.07
H -0.67 0.53 1.08
H -1.51 3.36 1.87
H -0.07 2.49 2.47
H -1.69 1.89 2.87
H 2.94 3.91 -1.74
H 3.83 1.41 -0.23
H 4.83 2.77 -0.78
H 4.08 1.67 -1.96
H 2.19 2.85 1.02
H 1.47 4.27 0.24
H 3.20 4.27 0.66
*
```

Summary:
- F_max (eV Å⁻¹) = 0.8
- Kohn-Sham gap (eV) = 7.45